Entry 1:
DFT (the ωB97M-V functional and the def2-TZVPD basis) results for a molecular structure, C11H20BaNO17.

Positions of all 50 atoms, in Å:
Ba: 1.267 -0.541 0.552
O: -0.854 -3.748 -2.172
C: 0.281 -3.155 -2.468
O: 0.718 -2.225 -1.807
O: 0.806 -3.533 -3.477
H: -0.595 -4.357 -2.867
O: -2.706 -0.298 3.083
C: -1.622 -1.049 3.209
O: -0.722 -1.188 2.378
O: -1.431 -1.497 4.350
H: -3.109 -0.574 3.910
O: 2.824 1.679 -0.266
C: 3.507 1.147 -1.203
O: 3.153 0.007 -1.532
O: 4.270 1.831 -1.841
H: 3.636 2.184 -0.187
O: 4.205 -0.293 4.258
C: 3.183 -0.582 3.487
O: 3.152 -0.028 2.428
O: 2.239 -1.285 3.945
H: 4.607 0.243 3.570
O: 3.082 -4.839 1.108
C: 2.697 -3.578 0.834
O: 1.718 -3.097 1.416
O: 3.364 -3.082 -0.102
H: 2.595 -5.124 1.884
C: 0.574 3.750 1.151
O: 0.125 2.419 1.333
C: -1.268 2.301 1.096
C: -1.564 1.699 -0.263
N: -1.334 0.220 -0.384
C: -1.934 -0.337 -1.618
C: -1.765 0.431 -2.952
O: -2.523 1.653 -2.999
C: -3.850 1.394 -3.265
H: 0.372 4.150 0.157
H: 1.637 3.719 1.389
H: 0.063 4.403 1.858
H: -1.717 3.282 1.253
H: -1.797 1.691 1.828
H: -0.915 2.154 -1.012
H: -2.623 1.916 -0.406
H: -1.731 -0.336 0.359
H: -3.008 -0.500 -1.531
H: -1.561 -1.361 -1.666
H: -2.061 -0.226 -3.770
H: -0.703 0.554 -3.161
H: -4.085 0.331 -3.310
H: -4.150 1.942 -4.158
H: -4.446 1.737 -2.420

Calculated values
E, eV: -48723.68247
Maximum force, eV/Å: 9.41
Total charge: -3
LUMO energy, eV: 5.85
Relative energy (zero: lowest compared OMol25 entry of this formula, charge and spin), kJ/mol: 0.0

Here are the Löwdin charges for atoms 1 to 8, given in e: 2.070 0.073 -0.982 -0.084 -0.011 0.067 0.050 -0.900

Entry 2:
DFT (the ωB97M-V functional and the def2-TZVPD basis) results for a molecular structure, C22H35MoN5O9P2SeTe.

Positions of all 76 atoms, in Å:
Mo: -0.277 -0.655 -1.518
C: 2.402 4.910 1.704
C: 1.200 3.949 1.946
C: 1.281 3.009 2.992
C: 0.270 2.061 3.107
C: -0.708 2.000 2.114
C: -0.755 2.870 1.057
C: 0.188 3.890 1.031
H: 2.969 4.516 0.836
H: 3.033 5.039 2.620
H: 2.116 5.903 1.361
H: 2.119 2.991 3.644
H: 0.175 1.328 3.887
H: -1.548 1.327 2.246
H: -1.557 2.816 0.339
H: 0.187 4.580 0.212
C: 0.033 4.555 -3.091
C: 1.335 4.109 -2.499
O: 1.177 2.852 -1.824
P: 2.108 1.629 -1.923
O: 1.364 0.486 -1.201
Te: 2.982 1.047 -3.996
O: 3.209 1.930 -0.730
C: 4.328 1.227 -0.306
C: 4.987 1.733 0.921
H: 0.263 5.372 -3.794
H: -0.639 4.900 -2.320
H: -0.429 3.695 -3.651
H: 1.799 4.837 -1.782
H: 2.036 3.981 -3.315
H: 5.127 1.245 -0.936
H: 3.986 0.207 -0.212
H: 5.055 2.824 0.735
H: 5.998 1.459 0.890
H: 4.586 1.479 1.847
O: -1.894 1.437 -4.312
Se: -2.358 0.537 -3.061
O: -3.870 0.557 -2.530
O: -1.857 -1.129 -3.002
O: -1.196 1.009 -1.748
C: -3.610 -3.663 1.580
N: -4.133 -3.240 0.285
C: -5.119 -2.229 0.508
N: -4.643 -1.065 1.280
C: -4.028 -1.528 2.580
N: -2.996 -2.607 2.428
C: -1.819 -1.988 1.831
P: -2.167 -1.283 0.100
C: -3.097 -2.744 -0.619
C: -3.707 -0.282 0.576
H: -2.819 -4.462 1.399
H: -4.387 -4.108 2.132
H: -5.843 -2.685 1.145
H: -5.597 -1.878 -0.424
H: -4.843 -1.887 3.242
H: -3.554 -0.655 3.082
H: -0.981 -2.711 1.884
H: -1.446 -1.202 2.423
H: -2.393 -3.577 -0.817
H: -3.431 -2.465 -1.632
H: -4.172 0.145 -0.275
H: -3.433 0.537 1.224
C: 2.513 -5.373 0.837
N: 2.205 -4.315 -0.179
C: 2.650 -4.503 -1.509
C: 2.265 -3.685 -2.473
C: 1.356 -2.614 -2.119
O: 0.785 -1.729 -2.913
N: 0.945 -2.463 -0.847
C: 1.333 -3.231 0.232
O: 0.969 -3.028 1.360
H: 2.429 -6.403 0.297
H: 1.910 -5.307 1.717
H: 3.614 -5.314 1.062
H: 3.339 -5.330 -1.601
H: 2.679 -3.639 -3.534

Calculated values
E, eV: -142331.52686
Multiplicity: 3
Maximum force, eV/Å: 3.86
Total charge: 0
LUMO energy (spin up / spin down), eV: -1.55 / -1.10
Relative energy (zero: lowest compared OMol25 entry of this formula, charge and spin), kJ/mol: 205.6
⟨S²⟩: 2.02

Here are the Löwdin charges for atoms 1 to 8, given in e: 1.596 -0.040 -0.250 -0.040 -0.075 -0.117 -0.078 -0.062

Entry 3:
DFT (the ωB97M-V functional and the def2-TZVPD basis) results for a molecular structure, C30H33AgBN8O7P2.

Positions of all 82 atoms, in Å:
Ag: -0.868 -0.415 -0.884
C: -1.303 1.741 2.825
C: -0.620 2.412 1.681
C: 0.207 3.548 1.700
C: 0.496 3.790 0.379
N: -0.124 2.854 -0.369
N: -0.805 1.993 0.440
B: -0.378 2.715 -1.882
N: 0.580 1.675 -2.522
C: 1.896 1.884 -2.707
C: 2.421 0.790 -3.357
C: 1.323 -0.069 -3.533
C: 1.273 -1.423 -4.162
N: 0.221 0.470 -3.031
N: -1.873 2.375 -2.076
C: -2.865 3.284 -1.957
C: -4.048 2.621 -1.739
C: -3.681 1.261 -1.709
C: -4.521 0.052 -1.461
N: -2.382 1.132 -1.905
N: -0.143 4.044 -2.668
C: -0.629 4.299 -3.897
C: 0.001 5.419 -4.390
C: 0.899 5.782 -3.372
C: 1.877 6.912 -3.336
N: 0.810 4.947 -2.349
H: -0.843 2.035 3.768
H: -1.231 0.658 2.751
H: -2.359 2.021 2.855
H: 0.583 4.073 2.560
H: 1.097 4.547 -0.085
H: 2.355 2.795 -2.360
H: 3.447 0.620 -3.634
H: 1.340 -1.357 -5.251
H: 0.337 -1.918 -3.903
H: 2.097 -2.043 -3.810
H: -2.652 4.336 -2.030
H: -5.028 3.049 -1.622
H: -5.515 0.166 -1.899
H: -4.641 -0.130 -0.392
H: -4.047 -0.831 -1.886
H: -1.376 3.660 -4.333
H: -0.164 5.901 -5.338
H: 1.438 7.832 -3.728
H: 2.768 6.694 -3.930
H: 2.195 7.092 -2.310
O: -2.289 -2.363 0.207
P: -1.311 -3.466 -0.506
O: -1.895 -4.810 -0.412
O: -0.917 -2.804 -1.802
O: 0.011 -3.410 0.460
P: 1.328 -2.504 0.429
O: 1.547 -2.233 -1.109
O: 2.466 -3.086 1.127
O: 0.858 -1.065 0.953
H: -2.552 -2.694 1.074
H: 0.721 -2.447 -1.623
C: 0.610 -2.696 7.275
C: -0.612 -2.830 6.615
C: -0.754 -2.454 5.298
C: 0.322 -1.917 4.547
C: 1.562 -1.817 5.228
C: 1.690 -2.191 6.550
C: 0.149 -1.576 3.176
C: 0.964 -0.798 2.365
C: 1.806 0.312 2.630
C: 1.758 0.999 3.875
C: 2.535 2.115 4.107
C: 3.393 2.619 3.129
C: 3.436 1.967 1.895
C: 2.672 0.849 1.644
H: 0.721 -2.984 8.313
H: -1.468 -3.238 7.144
H: -1.716 -2.562 4.809
H: 2.428 -1.465 4.684
H: 2.663 -2.099 7.022
H: -0.698 -2.042 2.673
H: 1.084 0.658 4.647
H: 2.457 2.611 5.070
H: 3.993 3.501 3.314
H: 4.077 2.347 1.106
H: 2.720 0.382 0.670

Calculated values
E, eV: -81163.68321
Multiplicity: 2
Maximum force, eV/Å: 0.52
Total charge: -2
LUMO energy (spin up / spin down), eV: 4.16 / 4.16
Relative energy (zero: lowest compared OMol25 entry of this formula, charge and spin), kJ/mol: 14.7
⟨S²⟩: 0.78

Here are the Löwdin charges for atoms 1 to 8, given in e: 0.790 -0.031 -0.354 -0.036 -0.084 0.016 0.104 -0.659

Entry 4:
DFT (the ωB97M-V functional and the def2-TZVPD basis) results for a molecular structure, C29H36N3P2RhS3Sb.

Positions of all 75 atoms, in Å:
Rh: -1.054 0.636 0.659
C: -2.434 4.771 -0.383
C: -3.776 4.672 -0.049
C: -4.304 3.428 0.240
C: -3.484 2.302 0.203
N: -2.162 2.424 -0.035
C: -1.665 3.623 -0.343
C: -3.955 0.936 0.439
C: -5.308 0.603 0.367
C: -5.725 -0.691 0.609
C: -4.783 -1.654 0.943
C: -3.436 -1.326 1.000
C: -2.983 -0.040 0.718
H: -1.975 5.715 -0.639
H: -4.403 5.553 -0.006
H: -5.344 3.324 0.516
H: -0.612 3.664 -0.577
H: -6.037 1.360 0.102
H: -6.773 -0.949 0.544
H: -5.091 -2.672 1.150
H: -2.732 -2.099 1.276
S: -3.774 3.297 3.699
Sb: -1.439 3.105 3.887
S: -1.239 0.822 2.933
S: -0.761 4.569 2.175
C: 1.707 2.889 -0.563
P: 1.215 1.309 0.219
C: 1.701 0.157 -1.100
N: 2.666 0.523 -1.944
C: 3.060 -0.369 -2.894
C: 4.083 -0.058 -3.791
C: 4.494 -0.978 -4.746
C: 3.893 -2.227 -4.823
C: 2.869 -2.567 -3.949
C: 2.429 -1.660 -2.983
N: 1.407 -1.974 -2.140
C: 1.066 -1.079 -1.210
P: -0.377 -1.447 -0.179
C: -1.543 -1.868 -1.533
C: -0.028 -3.087 0.748
C: -0.843 -4.226 0.134
C: 1.455 -3.468 0.663
C: -0.401 -2.890 2.231
C: 2.593 1.081 1.519
C: 3.948 0.813 0.866
C: 2.229 -0.122 2.389
C: 2.687 2.329 2.394
H: 2.778 2.871 -0.746
H: 1.452 3.733 0.079
H: 1.209 2.980 -1.529
H: 4.553 0.916 -3.718
H: 5.289 -0.715 -5.432
H: 4.215 -2.943 -5.568
H: 2.389 -3.537 -3.999
H: -1.082 -2.594 -2.197
H: -1.724 -0.942 -2.081
H: -2.494 -2.233 -1.151
H: -0.533 -4.414 -0.894
H: -1.916 -4.026 0.151
H: -0.660 -5.137 0.709
H: 1.766 -3.613 -0.367
H: 1.597 -4.406 1.207
H: 2.098 -2.718 1.121
H: -1.452 -3.118 2.419
H: -0.214 -1.866 2.559
H: 0.193 -3.557 2.859
H: 3.957 -0.136 0.333
H: 4.709 0.767 1.652
H: 4.237 1.593 0.164
H: 2.020 -0.991 1.765
H: 1.345 0.081 2.990
H: 3.056 -0.367 3.061
H: 3.002 3.205 1.825
H: 3.420 2.159 3.187
H: 1.727 2.553 2.862

Calculated values
E, eV: -95755.67579
Multiplicity: 6
Maximum force, eV/Å: 1.16
Total charge: 0
LUMO energy (spin up / spin down), eV: -0.42 / -3.02
⟨S²⟩: 8.80

Here are the Löwdin charges for atoms 1 to 8, given in e: 0.444 -0.111 -0.047 -0.031 -0.242 0.008 -0.239 -0.207

Entry 5:
DFT (the ωB97M-V functional and the def2-TZVPD basis) results for 5 unconnected molecules or ions with the total composition C20H44N4O9P.

Positions of all 78 atoms, in Å:
N: 1.374 3.247 3.214
P: 0.730 4.815 3.124
O: 1.296 5.445 4.525
C: -1.139 4.630 3.438
C: -1.943 5.456 2.424
C: -3.438 5.348 2.730
N: -3.810 3.872 2.751
C: -2.993 3.377 3.760
N: -3.453 3.193 4.971
N: -1.641 3.186 3.524
H: 2.158 3.264 2.564
H: 0.741 2.552 2.824
H: 0.962 6.338 4.660
H: -1.310 5.037 4.440
H: -1.647 6.503 2.517
H: -1.719 5.141 1.401
H: -3.597 5.711 3.747
H: -4.090 5.879 2.045
H: -3.422 3.486 1.890
H: -4.177 3.783 5.359
H: -3.067 2.467 5.559
H: -1.524 2.708 2.629
O: -0.207 0.464 1.349
C: -1.017 -0.301 1.812
O: -2.179 -0.487 1.167
C: -3.135 -1.501 1.533
C: -4.060 -1.037 2.637
C: -0.783 -0.983 3.139
H: -2.625 -2.431 1.780
H: -3.696 -1.679 0.617
H: -3.515 -0.840 3.561
H: -4.809 -1.801 2.842
H: -4.574 -0.122 2.338
H: -1.071 -0.300 3.939
H: 0.282 -1.187 3.222
H: -1.318 -1.920 3.262
O: -0.024 -5.606 -1.636
C: 0.184 -4.428 -1.728
O: -0.723 -3.575 -1.195
C: -0.482 -2.165 -1.090
C: -0.823 -1.430 -2.368
C: 1.379 -3.868 -2.457
H: 0.543 -1.970 -0.769
H: -1.130 -1.837 -0.286
H: -0.197 -1.753 -3.197
H: -0.690 -0.355 -2.235
H: -1.857 -1.619 -2.657
H: 1.149 -3.816 -3.522
H: 2.209 -4.555 -2.315
H: 1.688 -2.887 -2.110
O: 3.787 -2.445 0.326
C: 4.464 -3.428 0.476
O: 5.434 -3.676 -0.423
C: 6.391 -4.734 -0.267
C: 5.866 -6.060 -0.772
C: 4.201 -4.415 1.588
H: 6.729 -4.793 0.768
H: 7.244 -4.413 -0.861
H: 5.000 -6.396 -0.202
H: 6.641 -6.823 -0.697
H: 5.564 -5.971 -1.815
H: 3.415 -5.096 1.259
H: 3.840 -3.858 2.448
H: 5.066 -4.998 1.889
O: -0.583 -0.897 -5.498
C: -0.361 0.274 -5.636
O: -1.253 1.159 -5.132
C: -1.011 2.570 -5.114
C: -1.392 3.236 -6.419
C: 0.835 0.774 -6.410
H: 0.023 2.779 -4.834
H: -1.640 2.940 -4.305
H: -0.785 2.871 -7.247
H: -1.255 4.315 -6.345
H: -2.436 3.030 -6.654
H: 0.578 0.773 -7.469
H: 1.648 0.070 -6.253
H: 1.176 1.767 -6.132

Calculated values
E, eV: -55123.88945
Maximum force, eV/Å: 1.23
Total charge: +1
LUMO energy, eV: -4.44

Here are the Löwdin charges for atoms 1 to 8, given in e: -0.140 0.832 -0.285 -0.395 -0.201 -0.133 0.083 -0.391

Entry 6:
DFT (the ωB97M-V functional and the def2-TZVPD basis) results for a molecular structure, C33H44BrMoN3OS2Si.

Positions of all 86 atoms, in Å:
Mo: -0.249 0.277 -0.224
C: 1.783 -0.843 3.750
C: 1.037 -0.858 2.446
N: 1.164 0.108 1.609
N: 2.103 1.074 1.909
C: 2.496 1.684 0.850
S: 1.963 1.360 -0.779
S: 3.699 2.961 0.990
C: 4.724 2.298 2.359
C: 5.643 1.202 1.892
C: 5.221 -0.125 1.878
C: 6.050 -1.124 1.384
C: 7.311 -0.809 0.900
C: 7.741 0.512 0.911
C: 6.912 1.508 1.404
C: 0.280 -2.045 2.018
C: -0.265 -2.948 2.935
C: -0.807 -4.150 2.523
C: -0.749 -4.491 1.172
C: -0.218 -3.614 0.248
C: 0.243 -2.361 0.646
O: 0.659 -1.465 -0.268
H: 2.854 -0.788 3.562
H: 1.579 -1.732 4.340
H: 1.517 0.051 4.315
H: 4.042 1.968 3.139
H: 5.287 3.161 2.714
H: 4.233 -0.373 2.242
H: 5.705 -2.151 1.376
H: 7.957 -1.588 0.515
H: 8.722 0.766 0.528
H: 7.246 2.541 1.405
H: -0.277 -2.690 3.987
H: -1.246 -4.827 3.243
H: -1.135 -5.446 0.837
H: -0.173 -3.868 -0.802
Br: -0.942 2.215 1.094
C: -0.272 3.346 -2.300
Si: -0.875 1.571 -2.466
C: -2.792 1.798 -2.701
C: -3.069 3.026 -3.588
C: -3.466 0.573 -3.330
C: -3.498 2.070 -1.367
C: -0.007 0.853 -4.036
C: -0.230 -0.663 -4.172
C: 1.509 1.082 -3.982
C: -0.531 1.544 -5.303
H: -0.294 3.824 -3.285
H: 0.743 3.406 -1.914
H: -0.919 3.915 -1.629
H: -2.605 2.962 -4.571
H: -2.731 3.951 -3.118
H: -4.152 3.108 -3.737
H: -3.065 0.326 -4.315
H: -4.539 0.768 -3.453
H: -3.367 -0.302 -2.687
H: -3.130 2.981 -0.890
H: -3.383 1.251 -0.662
H: -4.572 2.200 -1.553
H: 0.210 -1.203 -3.328
H: 0.257 -1.030 -5.084
H: -1.287 -0.927 -4.231
H: 1.983 0.512 -3.183
H: 1.771 2.134 -3.848
H: 1.949 0.740 -4.927
H: -1.586 1.341 -5.488
H: 0.032 1.165 -6.165
H: -0.392 2.627 -5.271
C: -3.538 -0.212 1.953
C: -3.799 -1.239 0.888
C: -4.918 -2.051 0.938
C: -5.144 -3.012 -0.038
C: -4.230 -3.179 -1.064
C: -3.090 -2.389 -1.155
C: -2.114 -2.639 -2.271
C: -2.896 -1.396 -0.183
N: -1.775 -0.560 -0.191
H: -4.254 -0.314 2.767
H: -3.610 0.800 1.552
H: -2.530 -0.317 2.358
H: -5.622 -1.929 1.753
H: -6.026 -3.638 0.011
H: -4.397 -3.941 -1.819
H: -1.930 -3.710 -2.371
H: -1.165 -2.140 -2.106
H: -2.515 -2.296 -3.226

Calculated values
E, eV: -142901.39475
Maximum force, eV/Å: 1.18
Total charge: 0
LUMO energy, eV: -1.46
Relative energy (zero: lowest compared OMol25 entry of this formula, charge and spin), kJ/mol: 108.1

Here are the Löwdin charges for atoms 1 to 8, given in e: 1.173 0.002 -0.245 -0.144 -0.066 -1.086 0.567 0.908

The highest total charge belongs to which entry? C20H44N4O9P

Number 3 is which compound? C30H33AgBN8O7P2

Which of these has the lowest E? C33H44BrMoN3OS2Si

What did the second record say?
DFT (the ωB97M-V functional and the def2-TZVPD basis) results for a molecular structure, C22H35MoN5O9P2SeTe.

Positions of all 76 atoms, in Å:
Mo: -0.277 -0.655 -1.518
C: 2.402 4.910 1.704
C: 1.200 3.949 1.946
C: 1.281 3.009 2.992
C: 0.270 2.061 3.107
C: -0.708 2.000 2.114
C: -0.755 2.870 1.057
C: 0.188 3.890 1.031
H: 2.969 4.516 0.836
H: 3.033 5.039 2.620
H: 2.116 5.903 1.361
H: 2.119 2.991 3.644
H: 0.175 1.328 3.887
H: -1.548 1.327 2.246
H: -1.557 2.816 0.339
H: 0.187 4.580 0.212
C: 0.033 4.555 -3.091
C: 1.335 4.109 -2.499
O: 1.177 2.852 -1.824
P: 2.108 1.629 -1.923
O: 1.364 0.486 -1.201
Te: 2.982 1.047 -3.996
O: 3.209 1.930 -0.730
C: 4.328 1.227 -0.306
C: 4.987 1.733 0.921
H: 0.263 5.372 -3.794
H: -0.639 4.900 -2.320
H: -0.429 3.695 -3.651
H: 1.799 4.837 -1.782
H: 2.036 3.981 -3.315
H: 5.127 1.245 -0.936
H: 3.986 0.207 -0.212
H: 5.055 2.824 0.735
H: 5.998 1.459 0.890
H: 4.586 1.479 1.847
O: -1.894 1.437 -4.312
Se: -2.358 0.537 -3.061
O: -3.870 0.557 -2.530
O: -1.857 -1.129 -3.002
O: -1.196 1.009 -1.748
C: -3.610 -3.663 1.580
N: -4.133 -3.240 0.285
C: -5.119 -2.229 0.508
N: -4.643 -1.065 1.280
C: -4.028 -1.528 2.580
N: -2.996 -2.607 2.428
C: -1.819 -1.988 1.831
P: -2.167 -1.283 0.100
C: -3.097 -2.744 -0.619
C: -3.707 -0.282 0.576
H: -2.819 -4.462 1.399
H: -4.387 -4.108 2.132
H: -5.843 -2.685 1.145
H: -5.597 -1.878 -0.424
H: -4.843 -1.887 3.242
H: -3.554 -0.655 3.082
H: -0.981 -2.711 1.884
H: -1.446 -1.202 2.423
H: -2.393 -3.577 -0.817
H: -3.431 -2.465 -1.632
H: -4.172 0.145 -0.275
H: -3.433 0.537 1.224
C: 2.513 -5.373 0.837
N: 2.205 -4.315 -0.179
C: 2.650 -4.503 -1.509
C: 2.265 -3.685 -2.473
C: 1.356 -2.614 -2.119
O: 0.785 -1.729 -2.913
N: 0.945 -2.463 -0.847
C: 1.333 -3.231 0.232
O: 0.969 -3.028 1.360
H: 2.429 -6.403 0.297
H: 1.910 -5.307 1.717
H: 3.614 -5.314 1.062
H: 3.339 -5.330 -1.601
H: 2.679 -3.639 -3.534

Calculated values
E, eV: -142331.52686
Multiplicity: 3
Maximum force, eV/Å: 3.86
Total charge: 0
LUMO energy (spin up / spin down), eV: -1.55 / -1.10
Relative energy (zero: lowest compared OMol25 entry of this formula, charge and spin), kJ/mol: 205.6
⟨S²⟩: 2.02

Here are the Löwdin charges for atoms 1 to 8, given in e: 1.596 -0.040 -0.250 -0.040 -0.075 -0.117 -0.078 -0.062